Molecular formula: C5H8O2
Method: DFT, wB97M-V/def2-TZVPD

The value obtained for the molecular weight is 100.12 Da. As for the maximum force: 4.59 eV/A. The orbital gap (spin up / spin down) comes out at 0.30084 / 0.27697 hartree. The value obtained for the highest occupied orbital energy (spin up / spin down) is -7.41 / -7.09 eV.

```
15
Properties=species:S:1:pos:R:3:forces:R:3:lowdin_charge:R:1
C -2.135679 0.364260 -0.301542 -0.7072 -0.4099 -1.1577 -0.109
C -1.136649 1.014502 0.721930 -1.2002 -1.9987 3.4388 -0.141
C 0.085443 0.245137 0.605494 -1.6506 1.7095 0.8549 -0.337
C -0.059045 -1.196037 0.698838 0.2443 0.0940 -2.2979 -0.048
C 1.710437 0.412086 -1.077230 0.4389 -3.2872 3.1742 -0.041
O -2.001516 -0.653708 -0.883943 -1.0035 0.4248 -0.2647 0.010
O 1.051448 0.994277 0.021495 0.5360 0.0976 0.1692 -0.072
H -1.108048 2.012173 0.469463 0.5187 2.2055 -0.6010 0.076
H -1.766230 1.005560 1.733381 1.3919 -0.4515 -2.0266 0.170
H -0.537762 -1.527141 1.559392 -1.0588 -0.3077 1.5848 0.081
H 0.839172 -1.676039 0.618293 2.7638 -1.2398 0.3790 0.046
H -0.575876 -1.691211 -0.186229 0.0013 0.9374 0.6927 0.118
H 2.603466 0.850680 -1.343217 2.0822 1.3825 0.1925 0.068
H 1.113060 0.507275 -1.880313 -2.2587 -0.2991 -2.9767 0.061
H 1.917786 -0.661810 -0.755818 -0.0982 1.1427 -1.1616 0.118
```
Positions in Å, forces in eV/Å.

Molecular formula: C31H35ClInN2Si2
Method: DFT, wB97M-V/def2-TZVPD

Its charge is +1. The value obtained for the molecular weight is 642.08 Da. As for the maximum force: 1.81 eV/A. The orbital gap comes out at 0.25995 hartree. The value obtained for the highest occupied orbital energy is -10.21 eV.

```
72
Properties=species:S:1:pos:R:3:forces:R:3:lowdin_charge:R:1
C 4.211428 0.644402 4.155333 -0.4981 0.1776 -0.3351 -0.205
C 4.117570 0.870944 2.740570 -0.2619 -0.1868 0.3431 -0.235
C 2.980088 1.726650 2.515215 -0.5032 -0.7624 0.5186 -0.206
H 4.855130 0.592805 1.989974 0.0107 0.2778 0.1900 0.091
C 2.328281 1.910106 3.762982 0.2736 -0.3076 -0.2247 -0.161
C 3.072971 1.222967 4.762014 0.4960 0.5674 -0.2069 -0.186
H 2.885245 1.268630 5.839192 0.0549 -0.0014 -0.4152 0.103
H 5.089778 0.262924 4.680448 -0.3730 -0.1716 -0.1777 0.103
H 2.714454 2.209814 1.577440 -0.0148 -0.1961 0.2023 0.089
H 1.456191 2.540157 3.916435 0.1691 -0.2064 0.0220 0.091
In 2.149341 -0.965277 2.278847 0.7566 1.6150 0.3088 0.930
Si -2.283624 -0.397879 -1.771160 -0.5482 0.0127 -0.5931 0.729
C -2.190117 -1.276296 -3.417589 0.4564 -0.0067 -0.0734 -0.323
C -3.020485 -2.322931 -3.853411 0.2155 0.1160 -0.4170 -0.083
H -3.750308 -2.768246 -3.166150 0.2882 0.1353 -0.3452 0.110
C -2.931363 -2.773091 -5.180738 0.0613 0.0656 0.0779 -0.077
H -3.580068 -3.582760 -5.522816 0.2036 0.2425 0.1386 0.105
C -2.031526 -2.185319 -6.086902 -0.0907 0.1826 0.4679 -0.074
H -1.975097 -2.532654 -7.125400 -0.0692 0.1433 0.4969 0.109
C -1.218946 -1.133208 -5.648316 0.0885 -0.0240 -0.0821 -0.086
H -0.528368 -0.629784 -6.335054 -0.2798 -0.3071 0.2018 0.109
C -1.282356 -0.698454 -4.321882 -0.2366 -0.1906 -0.3226 -0.148
H -0.622960 0.110874 -3.985760 -0.3290 -0.2972 -0.2174 0.090
C -3.940020 0.424944 -1.672664 -0.1549 -0.1259 0.5766 -0.327
C -4.341124 1.215356 -2.763901 -0.1758 -0.1144 0.3889 -0.094
H -3.713900 1.251575 -3.662299 -0.3723 -0.0420 0.2415 0.108
C -5.512754 1.964172 -2.674144 0.0222 0.1085 0.0846 -0.079
H -5.850161 2.544359 -3.530893 0.1200 -0.0059 0.1977 0.106
C -6.255539 1.983188 -1.485949 0.4965 -0.5442 -0.0695 -0.076
H -7.127471 2.627790 -1.397562 0.1053 -0.2556 -0.0296 0.105
C -5.860250 1.164661 -0.421178 -0.1490 0.1602 0.1794 -0.088
H -6.465302 1.136611 0.483417 0.1239 0.0777 -0.1355 0.102
C -4.701140 0.387900 -0.497340 -0.2074 0.3159 -0.5767 -0.107
H -4.365073 -0.239154 0.335912 -0.3066 0.2781 -0.2234 0.097
H -1.428382 0.780330 -1.852478 0.6198 -0.1015 -0.1489 0.001
Si 0.383987 -0.661403 0.294599 1.4194 0.3060 0.5445 0.234
C -0.353148 1.016367 0.743149 -0.2501 0.3006 0.6597 -0.345
C -0.201231 2.129501 -0.123648 -0.1901 -0.4904 0.4215 -0.118
H 0.277745 1.992742 -1.092515 -0.2645 0.0864 0.1875 0.092
C -0.649486 3.397017 0.256405 0.3479 0.0108 -0.0909 -0.056
H -0.546195 4.224595 -0.449242 -0.0095 -0.2509 0.2527 0.116
C -1.164825 3.622323 1.532027 0.0886 -0.4966 -0.1009 -0.055
H -1.442023 4.630204 1.849779 0.0010 -0.3968 -0.1279 0.116
C -1.281234 2.539198 2.408579 0.0083 0.0068 0.2643 -0.081
H -1.656435 2.715682 3.417279 0.0506 -0.1060 -0.2517 0.111
C -0.889586 1.252845 2.034334 0.1964 0.1830 -0.7645 -0.115
H -0.961437 0.424817 2.743986 -0.1099 0.2568 -0.1147 0.097
C 1.426088 -0.489303 -1.253717 0.1992 -0.4909 -0.2859 -0.344
C 2.442972 0.489891 -1.333025 -0.0493 0.0378 -0.1502 -0.111
H 2.712702 1.085024 -0.452380 -0.2443 -0.1098 -0.3476 0.091
C 3.141739 0.702788 -2.526180 0.0646 -0.1269 0.0871 -0.066
H 3.914769 1.475362 -2.575929 -0.2978 -0.2710 0.0945 0.113
C 2.884324 -0.086057 -3.656206 -0.3384 -0.1314 0.3707 -0.057
H 3.436718 0.078413 -4.590798 -0.3097 -0.0860 0.4825 0.116
C 1.928489 -1.103060 -3.556651 0.2917 -0.1334 -0.0570 -0.078
H 1.741201 -1.753519 -4.413271 0.0091 0.2007 0.2595 0.114
C 1.228262 -1.324262 -2.364849 0.0552 0.3043 -0.0169 -0.115
H 0.505511 -2.140874 -2.304369 0.1484 0.2376 -0.1363 0.101
H -1.881086 -1.212954 -0.560937 -0.3842 0.3670 -0.4836 -0.067
Cl -0.288578 -2.628002 0.688874 -0.1780 0.4584 -0.2275 0.263
N 1.504943 -1.451295 4.482687 -0.0028 0.2417 -0.2509 -0.023
C 2.607001 -2.141017 5.216700 -0.4651 -0.0107 0.4505 -0.216
C 3.336796 -3.087396 4.279987 0.6772 -0.1081 -0.1722 -0.203
N 3.855744 -2.311974 3.096221 -0.1518 -0.6442 -0.0153 -0.036
H 0.651770 -2.011716 4.481564 0.2202 0.0206 0.0578 0.106
H 1.259959 -0.535591 4.881017 0.4161 -0.3024 -0.0173 0.092
H 3.307829 -1.394629 5.618704 -0.4273 -0.1515 -0.2510 0.111
H 2.176625 -2.708649 6.062862 0.3400 0.2022 -0.3459 0.134
H 4.179943 -3.562505 4.820185 -0.4863 0.1929 -0.2479 0.135
H 2.664183 -3.889527 3.933509 0.2824 0.3446 -0.0666 0.127
H 4.623722 -1.688693 3.371024 -0.4839 -0.0650 0.0337 0.084
H 4.238099 -2.930449 2.376058 -0.1645 -0.0148 0.3137 0.109
```
Positions in Å, forces in eV/Å.

Molecular formula: C19H39BBrCaClN2O9PS
Method: DFT, wB97M-V/def2-TZVPD

Its charge is +1. The value obtained for the molecular weight is 668.81 Da. As for the maximum force: 3.48 eV/A. The orbital gap comes out at 0.09417 hartree. The value obtained for the highest occupied orbital energy is -9.47 eV.

```
75
Properties=species:S:1:pos:R:3:forces:R:3:lowdin_charge:R:1
C -2.368053 7.378828 2.031885 -0.1463 0.3015 0.4947 -0.126
O -1.510555 6.650878 1.192644 0.0549 0.0164 -0.3486 -0.189
C -1.924413 5.303146 1.073666 -0.1538 0.1354 0.2802 -0.257
C -0.932557 4.515774 0.214919 -0.5055 0.7886 0.3570 -0.173
C -1.198291 4.729583 -1.288600 -0.0542 -0.8388 -0.1907 -0.184
C -0.913640 3.488457 -2.167522 1.0943 -0.3041 0.6688 -0.198
C 0.333399 2.700635 -1.681480 -0.6241 -0.4952 -0.3512 -0.211
C 0.706330 1.562635 -2.658529 -0.0730 1.0201 -0.7059 -0.214
C 2.224693 1.340390 -2.853157 -0.4512 -1.8265 -0.4253 -0.184
C 2.695779 0.056826 -2.088598 0.0205 1.4205 1.1304 -0.224
C 3.874788 0.317296 -1.125112 0.3105 -0.9751 -0.8619 -0.189
C 4.289819 -0.951014 -0.300226 0.4289 1.1159 0.1205 -0.162
C 4.131280 -0.838082 1.252779 0.2092 -0.8511 -0.3393 -0.166
C 3.212196 -1.887653 1.965077 0.5567 1.7716 -0.8488 -0.136
C 1.774641 -2.095365 1.446852 0.5432 -0.9935 1.7735 -0.380
P 0.636244 -0.599614 1.406204 -1.3459 -0.0830 -0.5733 0.630
N -0.522756 -0.785733 0.404562 0.5292 -0.0252 -0.0116 -0.101
O 1.464048 0.770620 1.048220 -0.0091 -0.4832 0.8557 -0.159
O 0.117120 -0.406339 2.938415 1.2591 0.5777 -0.6869 -0.110
O 1.192313 -2.809673 2.551356 0.1374 0.5464 -1.3745 -0.024
B 0.150586 -3.696734 2.031176 -2.5733 -1.7102 1.5960 -0.704
C -1.452431 -3.338104 2.219662 0.0597 0.2306 -0.3269 -0.123
C -2.266378 -3.521001 0.921026 -0.3946 0.2511 0.5379 -0.249
C -3.757642 -3.180275 1.164205 0.2974 -0.4086 -0.7195 -0.203
C -4.770298 -4.032339 0.359963 -0.9291 0.8947 0.0487 -0.261
S -4.213919 -4.452462 -1.300645 0.9327 -0.3752 -0.0950 0.333
O -3.509201 -3.380947 -1.931705 -0.5298 0.6924 0.0490 -0.351
O -3.532837 -5.703210 -1.277496 -0.2725 -0.5831 0.1830 -0.345
Cl -5.932735 -4.763216 -2.421119 0.1252 0.1870 0.4813 0.342
O 0.390831 -3.856843 0.559048 1.4603 1.7835 -0.1931 -0.024
C 1.518034 -3.200277 0.337335 -1.7100 -1.6614 1.0283 -0.680
Br 2.858460 -4.669966 0.172615 1.1942 0.0233 1.1322 0.897
O 1.269747 -2.710304 -1.061219 0.7444 0.5112 0.0995 0.040
N 1.921145 -3.407276 -1.838263 -0.4495 0.7928 -1.5553 -0.126
O 1.638302 -3.075437 -3.015459 -0.0810 0.0633 -1.6914 -0.355
H -3.423820 7.311784 1.730106 0.1524 -0.1405 -0.0345 0.090
H -2.271925 7.037172 3.075098 -0.1379 -0.0534 -0.1533 0.090
H -2.093642 8.435237 2.019253 0.1582 -0.1480 -0.1904 0.088
H -2.022147 4.882966 2.089446 0.1571 -0.0994 -0.1544 0.121
H -2.936197 5.285264 0.633483 0.1244 -0.1403 0.0067 0.120
H 0.054619 4.897469 0.495059 0.0361 -0.3460 -0.0367 0.121
H -1.023692 3.475959 0.539684 0.0828 -0.0085 -0.3005 0.104
H -0.597467 5.551871 -1.682436 -0.2047 0.1372 0.2166 0.116
H -2.263606 4.960881 -1.386264 0.1961 0.2928 -0.2266 0.106
H -1.738458 2.769240 -2.111588 -0.1080 0.2397 -0.2773 0.118
H -0.702540 3.767717 -3.204786 -0.4867 0.1075 0.0230 0.103
H 1.205655 3.349944 -1.552063 -0.1995 0.0408 0.1852 0.119
H 0.030612 2.230849 -0.745996 0.5858 0.1783 0.2155 0.076
H 0.171901 0.646677 -2.382809 0.2590 -0.0601 0.1342 0.100
H 0.296833 1.839553 -3.644302 0.0266 0.0518 0.1476 0.094
H 2.369060 1.109487 -3.926601 0.1970 0.4353 0.1361 0.084
H 2.840019 2.210138 -2.619320 -0.1533 -0.0279 0.0604 0.111
H 2.962838 -0.760563 -2.785271 -0.0040 0.0061 0.1281 0.072
H 1.853363 -0.230518 -1.458442 -0.0712 -0.4758 -0.2005 0.072
H 4.715245 0.605629 -1.772718 0.0246 0.0465 0.2859 0.109
H 3.681954 1.178417 -0.484848 -0.2806 -0.1169 0.0105 0.106
H 5.362332 -1.054761 -0.495825 -0.1526 -0.2808 0.0705 0.104
H 3.835146 -1.854063 -0.710571 -0.1614 -0.0127 0.1150 0.070
H 5.135558 -1.017624 1.652050 -0.1994 0.0777 0.1695 0.108
H 3.900499 0.188899 1.537934 -0.1911 -0.0686 -0.1172 0.085
H 3.774783 -2.816842 2.039422 -0.4950 -0.2097 -0.1262 0.091
H 3.073537 -1.527124 2.989307 -0.0356 -0.1907 -0.0555 0.129
H -1.419898 -0.778888 0.877702 -0.0541 0.0334 -0.2962 0.011
H 1.872551 1.154221 1.840953 0.2532 -0.0181 -0.3661 0.081
H 0.267892 0.523454 3.173720 -0.3241 -0.2553 0.3097 0.085
H 0.236630 -4.807385 2.530313 0.5756 -0.0477 0.0021 0.118
H -1.862137 -4.044660 2.954292 0.0528 0.1754 -0.0086 0.093
H -1.669959 -2.335629 2.622823 0.1184 -0.0795 -0.0475 0.081
H -2.169303 -4.536509 0.523495 0.0807 0.0068 0.2533 0.103
H -1.918046 -2.853253 0.131721 0.1809 -0.1438 0.0901 0.074
H -3.930898 -2.133575 0.896457 0.0031 -0.0698 0.1400 0.112
H -4.018599 -3.303664 2.218858 -0.0106 -0.0555 -0.1100 0.116
H -5.675939 -3.427345 0.232775 0.0558 -0.1856 -0.2100 0.093
H -5.096743 -4.945323 0.859693 0.4080 -0.1945 -0.2824 0.111
Ca 1.599939 -2.438307 -4.982281 -0.1135 0.0901 0.9570 1.781
```
Positions in Å, forces in eV/Å.

Molecular formula: C4H10O
Method: DFT, wB97M-V/def2-TZVPD

Its SMILES is [H][H].CC=O.C=C. The value obtained for the molecular weight is 74.12 Da. As for the maximum force: 0.55 eV/A. The orbital gap comes out at 0.40643 hartree. The value obtained for the highest occupied orbital energy is -9.88 eV.

```
15
Properties=species:S:1:pos:R:3:forces:R:3:lowdin_charge:R:1
H -0.006154 1.301664 -1.985756 -0.0326 -0.0225 0.0336 0.052
H -0.380940 1.004373 -1.414179 0.0509 0.0406 -0.0857 0.021
C 1.948396 0.332702 0.505674 -0.0983 -0.0063 0.0528 -0.072
C 1.806681 -0.833717 -0.434646 -0.1538 -0.2060 0.0707 -0.338
O 1.072721 -1.775951 -0.249874 0.3608 0.4122 -0.0725 0.017
H 1.957355 1.272052 -0.057871 -0.0061 -0.1509 0.0814 0.066
H 2.906940 0.261885 1.036612 -0.1329 -0.0378 -0.1193 0.083
H 1.129325 0.330452 1.229161 0.1471 0.0146 -0.0912 0.071
H 2.439885 -0.790770 -1.346888 -0.0589 -0.0453 0.0858 0.115
C -1.776083 -0.692245 0.666258 -0.1235 0.1318 -0.0591 -0.099
C -2.520228 0.322966 0.238614 0.0761 -0.1256 0.0608 -0.104
H -1.410405 -0.742792 1.690366 -0.0769 0.0398 -0.1670 0.052
H -1.485511 -1.513541 0.016962 -0.0796 0.1404 0.0946 0.044
H -2.791486 1.151032 0.889883 0.0391 -0.1441 -0.0677 0.045
H -2.890499 0.371895 -0.784321 0.0887 -0.0407 0.1827 0.045
```
Positions in Å, forces in eV/Å.

> Which of these has the lowest maximum force?

C4H10O

> Which of these has the highest molecular weight?

C19H39BBrCaClN2O9PS